# 1
A single C23H34N6O3 molecule in a non-equilibrium geometry, computed with wB97M-V/def2-TZVPD.

Output
Molar mass   442.56 g mol⁻¹
Frontier orbital gap   0.3009 Ha
Charge   0
E_HOMO   -7.81 eV
Structure (SMILES)   CCCN1CCN(CCCNC(=O)[C@@H](CC)n2nc(C)n3c(cc4occc43)c2=O)CC1

```
66
Properties=species:S:1:pos:R:3:forces:R:3:lowdin_charge:R:1
C -5.4533 -0.6173 0.6311 0.089 0.189 0.122 -0.107
C -4.6601 0.6826 0.6796 0.118 -0.215 -0.152 -0.240
C -3.3753 0.5827 -0.1420 -0.238 0.159 0.124 -0.215
N -2.7421 1.8771 -0.3227 0.062 -0.018 -0.087 -0.173
C -1.7952 1.8797 -1.4223 0.082 0.176 -0.141 -0.182
C -1.2893 3.3095 -1.6612 -0.051 -0.145 -0.083 -0.164
N -0.7147 3.9462 -0.4984 -0.071 -0.024 0.023 -0.183
C 0.7119 3.8554 -0.3092 0.140 -0.246 0.048 -0.196
C 1.3071 2.4744 0.0046 0.127 0.360 -0.039 -0.164
C 2.8244 2.5239 0.1918 -0.184 0.071 -0.177 -0.170
N 3.3156 1.2018 0.5136 -0.029 0.261 0.428 0.078
C 3.7672 0.3699 -0.4398 0.173 -0.474 0.242 -0.465
O 4.0840 0.7120 -1.5605 0.053 0.083 -0.419 0.070
C 3.8643 -1.1110 -0.0068 0.351 0.231 0.158 -0.181
C 4.6400 -1.3410 1.2913 0.082 0.108 -0.058 -0.197
C 6.0688 -0.8306 1.1566 -0.171 -0.110 0.009 -0.087
N 2.5196 -1.6879 0.0242 -0.399 0.083 0.377 0.004
N 2.2894 -2.5212 -1.0119 -0.038 -0.573 -0.848 0.167
C 1.1539 -3.0721 -1.1958 0.333 0.020 -0.107 -0.292
C 0.9378 -3.9811 -2.3533 -0.040 0.034 0.075 0.003
N 0.1070 -2.8461 -0.3302 -0.012 0.342 0.453 0.099
C 0.2958 -2.0103 0.7747 -0.506 0.004 0.289 -0.085
C -0.8670 -1.9271 1.5225 0.195 0.040 0.031 0.093
C -1.7874 -2.7405 0.8496 1.163 -0.401 -1.145 -0.217
O -3.0632 -3.1562 0.9408 -0.147 0.208 0.439 0.056
C -3.2623 -3.9649 -0.1294 0.321 -0.327 -0.664 -0.088
C -2.1568 -4.0947 -0.9177 -0.438 -0.142 0.025 0.023
C -1.1760 -3.2941 -0.2853 -0.645 0.385 0.903 -0.146
C 1.5766 -1.3706 0.9747 0.219 0.002 -0.037 -0.346
O 1.8056 -0.6063 1.9064 -0.240 -0.105 0.186 0.042
C -1.5710 3.7820 0.6542 -0.074 -0.085 0.089 -0.162
C -2.0781 2.3510 0.8783 -0.013 0.237 0.067 -0.173
H -5.7317 -0.8585 -0.3929 -0.055 -0.069 -0.108 0.072
H -6.3618 -0.5300 1.2222 -0.109 -0.072 0.027 0.069
H -4.8619 -1.4383 1.0295 -0.016 -0.120 0.020 0.053
H -4.4244 0.9153 1.7189 -0.024 0.089 0.037 0.097
H -5.2585 1.5021 0.2785 0.027 0.066 0.037 0.112
H -2.6869 -0.1454 0.3253 -0.018 0.013 -0.096 0.111
H -3.6330 0.2037 -1.1358 0.036 -0.043 0.018 0.122
H -2.3068 1.5345 -2.3250 0.030 -0.023 0.014 0.119
H -0.9503 1.1936 -1.2259 -0.047 0.019 -0.031 0.111
H -0.5585 3.3138 -2.4716 -0.005 0.034 -0.043 0.122
H -2.1526 3.9139 -1.9649 0.000 -0.096 -0.128 0.121
H 1.1805 4.2356 -1.2231 0.072 0.050 0.062 0.124
H 0.9705 4.5416 0.5041 0.077 0.037 -0.054 0.121
H 0.8599 2.0753 0.9176 -0.046 -0.078 -0.030 0.102
H 1.0905 1.7867 -0.8157 -0.024 -0.079 0.036 0.108
H 3.0896 3.2067 1.0035 0.018 0.038 -0.090 0.124
H 3.3160 2.8472 -0.7282 -0.005 0.052 0.135 0.123
H 2.9157 0.7775 1.3472 0.120 -0.069 -0.237 0.103
H 4.3661 -1.6328 -0.8286 -0.143 0.200 0.188 0.151
H 4.1459 -0.8443 2.1256 0.009 -0.112 -0.030 0.100
H 4.6483 -2.4140 1.4998 -0.083 0.008 0.009 0.121
H 6.0736 0.2359 0.9459 0.078 0.129 -0.007 0.075
H 6.6183 -1.0045 2.0782 0.093 0.022 0.044 0.073
H 6.5830 -1.3404 0.3453 0.125 -0.023 -0.086 0.078
H 0.1401 -3.5951 -2.9861 -0.069 -0.010 -0.086 0.089
H 0.6510 -4.9717 -2.0033 -0.034 -0.100 -0.023 0.088
H 1.8554 -4.0484 -2.9279 0.013 0.006 0.000 0.087
H -0.9961 -1.3572 2.4189 0.069 0.166 0.186 0.124
H -4.2396 -4.3943 -0.2268 -0.152 -0.015 0.058 0.126
H -2.0781 -4.6788 -1.8106 -0.089 -0.157 -0.181 0.104
H -1.0466 4.1332 1.5445 -0.013 0.045 0.023 0.121
H -2.4498 4.4182 0.4930 -0.033 -0.041 0.156 0.122
H -2.7973 2.3652 1.6985 0.038 -0.010 0.044 0.113
H -1.2476 1.6786 1.1623 -0.053 0.011 0.005 0.112
```
Positions in Å, forces in eV/Å.

# 2
A molecular structure, C23H34N6O5S5SiW in a non-equilibrium geometry, computed with wB97M-V/def2-TZVPD.

Output
Molar mass   846.82 g mol⁻¹
Frontier orbital gap (alpha / beta)   0.2252 / 0.2265 Ha
Expectation value of S²   2.03
Charge   0
Multiplicity   3
E_HOMO (alpha / beta)   -7.64 / -7.88 eV

```
75
Properties=species:S:1:pos:R:3:forces:R:3:mulliken_spin:R:1
W 2.1855 -2.6482 0.0972 -1.136 -1.064 -1.103 1.048
C -0.9506 0.4062 -2.6272 0.000 -1.808 1.309 0.004
N -2.2153 0.2569 -3.3272 -0.323 0.038 -1.599 0.000
C -3.5048 -0.2248 -2.7928 1.376 -1.394 -0.675 0.000
C -2.2741 0.4349 -4.6961 1.104 0.915 0.987 0.000
O -3.1079 -0.0745 -5.4025 -0.425 -0.004 -0.428 0.000
C -1.2710 1.4559 -5.2445 0.538 0.357 0.067 0.001
O -1.4755 2.8271 -4.8905 -0.257 -0.873 -0.660 0.000
C -1.5803 3.1862 -3.5395 1.032 0.642 0.015 0.000
C -1.3189 4.7030 -3.5908 0.886 -0.239 0.111 0.000
O -2.1706 5.5059 -3.3356 -2.007 0.415 0.462 0.000
N -0.0983 5.1449 -4.0420 -0.162 -1.537 1.910 0.000
C -0.0757 6.5081 -4.4829 1.159 0.351 -0.327 0.000
C 1.0634 4.2895 -3.7779 -0.140 -0.727 -1.647 -0.001
H -0.0847 0.0523 -3.2111 -0.485 0.708 -0.221 0.000
H -0.9114 -0.3442 -1.8232 -0.380 0.181 0.048 -0.003
H -0.7612 1.3638 -2.1311 -0.068 -0.547 -0.141 -0.002
H -3.9699 -0.9431 -3.4979 0.570 0.314 0.378 0.000
H -4.1471 0.6100 -2.7836 -1.019 0.919 0.751 0.000
H -3.3168 -0.7412 -1.8684 -0.273 0.188 0.632 0.000
H -1.3273 1.4227 -6.2970 -0.684 0.128 -1.286 0.000
H -0.2205 1.2268 -5.1199 0.374 -0.438 0.849 0.000
H -0.8314 2.6544 -2.9163 -0.731 0.868 -0.591 0.001
H -2.5753 3.0107 -3.1620 -0.334 0.058 0.306 0.000
H 0.7410 7.1244 -4.0756 -0.054 -0.455 0.083 0.000
H -1.0063 6.9700 -4.1858 -0.086 0.072 -0.242 0.000
H 0.0482 6.4562 -5.5609 -0.103 0.575 -0.317 0.000
H 0.8052 3.4423 -3.0753 0.486 1.241 -0.808 0.001
H 1.9518 4.8213 -3.4367 -0.302 0.262 0.299 0.000
H 1.3399 3.8594 -4.7712 0.173 -0.181 0.773 0.000
S 2.0159 -0.2195 -1.0903 0.719 -1.588 0.030 0.270
S 1.5168 -2.0230 -2.1061 0.005 -0.417 0.306 0.220
S 4.2897 -3.2940 -0.3759 1.110 0.035 -0.209 0.057
S 4.1991 -2.8694 1.6581 -0.822 -0.333 -0.736 -0.001
N -0.2418 -1.6411 7.5798 -1.885 -1.221 -0.934 0.000
C -0.6248 -1.9418 6.2714 0.432 -0.641 0.013 0.000
C -0.9010 -0.9654 5.2861 1.039 -1.689 -0.391 -0.001
C -0.9169 -1.3508 3.9218 -0.048 0.396 1.741 0.005
C -0.8300 -2.6776 3.5805 -0.231 1.001 -0.452 -0.002
C -0.7010 -3.6609 4.5777 -0.290 0.370 -0.261 0.000
C -0.6184 -3.3294 5.9068 -0.352 0.382 0.133 0.000
S -1.0131 -3.1157 1.8671 1.196 -1.857 1.573 0.002
O -1.8203 -4.3124 1.9722 0.247 0.922 -0.969 -0.001
O -1.2974 -2.0727 0.9401 -0.701 0.923 0.245 -0.002
N 0.5812 -3.5186 1.4677 -0.374 0.824 -0.010 -0.016
C 0.7330 -4.7632 1.0075 1.872 -0.056 -0.961 0.034
N 1.5738 -4.6735 -0.0960 -0.223 -2.867 -0.112 -0.042
C 1.8395 -5.8396 -0.8134 -0.208 2.209 1.594 0.020
C 1.1954 -6.9655 -0.3795 0.119 -0.019 -0.184 -0.003
C 0.4771 -6.9436 0.8419 0.227 0.335 -1.073 0.034
N 0.2922 -5.8745 1.5875 0.130 0.007 -0.779 -0.013
H 0.2823 -0.8399 7.7012 1.037 1.732 0.446 0.000
H -0.0305 -2.4131 8.1840 0.154 -0.003 -0.052 0.000
H -0.8732 0.0793 5.4903 -0.105 0.544 0.498 0.001
H -0.9408 -0.5425 3.2129 -0.296 -0.150 -0.528 0.001
H -0.6603 -4.6797 4.2793 -0.052 -0.746 -0.226 0.000
H -0.5813 -4.1459 6.6756 0.235 1.045 -0.755 0.000
H 2.5557 -5.7726 -1.6527 -0.653 -0.041 0.578 0.003
H 1.2990 -7.8156 -1.0228 -0.170 -0.671 0.271 0.000
H -0.0218 -7.8080 1.1976 -0.074 -1.003 0.270 0.002
C 2.8702 3.0895 1.5593 -0.489 1.323 0.520 0.004
Si 1.4637 1.9678 2.0090 -0.908 0.463 -2.123 -0.025
C 1.1749 1.5815 3.7310 -1.088 0.515 2.029 0.027
C -0.1307 2.9302 1.5339 -0.882 -0.426 0.442 0.004
C 1.7637 0.3453 1.0234 -0.564 0.420 2.158 0.487
C 1.9559 -0.9070 0.9530 -0.587 3.837 0.456 -0.117
H 2.8148 4.0532 2.1675 0.313 -1.314 -0.594 0.000
H 2.8126 3.4013 0.5179 -0.304 -0.022 -0.174 0.004
H 3.8132 2.5943 1.6318 0.838 -0.139 0.458 0.000
H 1.8795 0.9654 4.2607 0.222 -0.404 0.162 0.000
H 0.1326 1.2051 3.8681 0.937 -0.030 -0.249 -0.006
H 1.1258 2.5561 4.2715 0.237 -0.391 -0.308 0.004
H -0.3522 2.8457 0.4496 -0.025 0.161 0.605 -0.001
H 0.0229 4.0098 1.7828 -0.031 -0.778 -0.264 0.000
H -1.0647 2.5952 2.1383 1.566 0.396 -1.120 0.000
```
Positions in Å, forces in eV/Å.

> Which of these has the highest molar mass?

C23H34N6O5S5SiW